Below is a molecular structure, C43H64BFeN8O2, with properties calculated with ωB97M-V/def2-TZVPD.

CARTESIAN COORDINATES (ANGSTROEM)
Fe (0.383, 0.549, -0.087)
C (-1.693, -2.829, -0.495)
N (-1.939, -1.699, -1.376)
C (-2.223, -2.212, -2.708)
C (-3.056, -0.867, -0.941)
C (-3.068, -0.499, 0.534)
N (-1.923, 0.252, 1.071)
C (-2.296, 1.665, 1.299)
C (-2.749, 2.445, 0.103)
C (-4.035, 2.969, 0.079)
C (-4.446, 3.854, -0.907)
C (-3.464, 4.258, -1.814)
C (-2.156, 3.794, -1.817)
C (-1.793, 2.772, -0.885)
O (-0.638, 2.171, -0.902)
C (-1.122, 4.404, -2.769)
C (-1.678, 5.586, -3.570)
C (0.071, 4.919, -1.957)
C (-0.619, 3.348, -3.759)
C (-5.845, 4.461, -0.972)
C (-6.447, 4.251, -2.368)
C (-5.769, 5.968, -0.684)
C (-6.791, 3.829, 0.049)
C (-1.636, -0.340, 2.398)
C (-0.817, 0.486, 3.344)
C (-1.365, 0.921, 4.538)
C (-0.600, 1.558, 5.506)
C (0.766, 1.659, 5.245)
C (1.367, 1.234, 4.063)
C (0.533, 0.718, 3.028)
O (0.967, 0.375, 1.849)
C (2.896, 1.221, 3.933)
C (3.371, 2.054, 2.741)
C (3.589, 1.764, 5.185)
C (3.354, -0.233, 3.736)
C (-1.245, 2.048, 6.801)
C (-1.770, 0.849, 7.604)
C (-2.419, 2.982, 6.475)
C (-0.260, 2.819, 7.682)
H (-2.611, -3.418, -0.310)
H (-1.286, -2.503, 0.462)
H (-0.958, -3.486, -0.964)
H (-3.028, -2.968, -2.679)
H (-1.326, -2.665, -3.131)
H (-2.541, -1.410, -3.375)
H (-4.012, -1.396, -1.126)
H (-3.060, 0.043, -1.549)
H (-3.190, -1.407, 1.129)
H (-3.981, 0.089, 0.682)
H (-1.423, 2.167, 1.723)
H (-3.088, 1.696, 2.066)
H (-4.717, 2.659, 0.863)
H (-3.739, 5.008, -2.545)
H (-2.076, 6.368, -2.919)
H (-2.464, 5.280, -4.265)
H (-0.867, 6.020, -4.159)
H (-0.253, 5.672, -1.232)
H (0.811, 5.375, -2.621)
H (0.540, 4.100, -1.423)
H (-1.440, 2.960, -4.368)
H (-0.163, 2.527, -3.210)
H (0.137, 3.773, -4.427)
H (-5.832, 4.710, -3.143)
H (-7.447, 4.692, -2.425)
H (-6.526, 3.185, -2.593)
H (-5.149, 6.478, -1.424)
H (-5.326, 6.143, 0.298)
H (-6.766, 6.419, -0.703)
H (-6.884, 2.752, -0.109)
H (-7.785, 4.273, -0.046)
H (-6.448, 3.996, 1.072)
H (-1.133, -1.299, 2.231)
H (-2.592, -0.549, 2.906)
H (-2.422, 0.734, 4.711)
H (1.400, 2.083, 6.010)
H (3.071, 3.099, 2.855)
H (2.949, 1.670, 1.821)
H (4.463, 2.019, 2.670)
H (3.302, 2.798, 5.391)
H (4.669, 1.744, 5.025)
H (3.370, 1.162, 6.071)
H (2.932, -0.640, 2.820)
H (3.034, -0.852, 4.579)
H (4.445, -0.280, 3.666)
H (-2.500, 0.281, 7.026)
H (-2.252, 1.181, 8.530)
H (-0.951, 0.176, 7.863)
H (-3.205, 2.459, 5.928)
H (-2.083, 3.817, 5.858)
H (-2.858, 3.383, 7.394)
H (0.550, 2.179, 8.035)
H (-0.782, 3.213, 8.558)
H (0.180, 3.660, 7.142)
C (3.777, 3.300, -0.960)
C (2.566, 2.965, -0.342)
N (2.273, 1.691, -0.547)
N (3.271, 1.176, -1.288)
C (4.185, 2.123, -1.556)
B (3.163, -0.267, -1.832)
N (2.964, -1.250, -0.671)
C (3.795, -2.216, -0.245)
C (3.188, -2.870, 0.809)
C (1.959, -2.210, 0.951)
N (1.835, -1.246, 0.053)
N (1.925, -0.350, -2.750)
C (1.875, -0.605, -4.066)
C (0.565, -0.466, -4.484)
C (-0.122, -0.113, -3.316)
N (0.694, -0.061, -2.281)
H (4.278, 4.252, -0.968)
H (1.901, 3.578, 0.245)
H (5.056, 1.892, -2.148)
H (4.159, -0.558, -2.445)
H (4.754, -2.362, -0.713)
H (3.575, -3.688, 1.390)
H (1.183, -2.368, 1.685)
H (2.773, -0.846, -4.610)
H (0.171, -0.575, -5.479)
H (-1.152, 0.149, -3.191)

charge = -1
HOMO energy (spin up / spin down) = -4.4 / -4.4 eV
LUMO level (spin up / spin down) = 2.522 / 2.521 eV
E_tot = -3554.24627 Eh
multiplicity = 5
orbital gap (spin up / spin down) = 6.949 / 6.949 eV